# 1
The following is a quantum chemistry calculation of a molecular structure, C11H22N4PbS5, from OMol25.

Structure (XYZ):
```
43
Properties=species:S:1:pos:R:3:nbo_charge:R:1
Pb 0.301 -1.023 -2.591 1.228
C 0.208 -3.719 -0.219 -0.513
C -1.209 -4.006 -0.668 -0.539
S -1.992 -2.678 -1.684 0.223
C -3.468 -2.111 -0.741 -0.525
C -3.286 -1.228 0.486 -0.544
S -2.676 0.441 0.083 0.259
C -0.130 1.772 2.022 -0.331
C 1.822 0.985 0.537 -0.572
S 2.410 -0.087 -0.878 0.212
C 2.849 -1.655 0.022 -0.498
C 2.900 -2.877 -0.860 -0.545
S 1.330 -3.404 -1.667 0.271
H 0.604 -4.613 0.273 0.292
H 0.251 -2.876 0.469 0.215
H -1.847 -4.202 0.196 0.280
H -1.231 -4.889 -1.314 0.285
H -3.988 -3.025 -0.437 0.293
H -4.084 -1.619 -1.496 0.281
H -2.655 -1.674 1.254 0.254
H -4.279 -1.054 0.920 0.307
H 0.192 0.994 2.717 0.303
H -1.236 1.791 2.028 0.297
H 2.030 0.416 1.443 0.283
H 2.502 1.842 0.512 0.275
H 2.154 -1.775 0.851 0.233
H 3.856 -1.489 0.413 0.293
H 3.242 -3.732 -0.268 0.306
H 3.606 -2.757 -1.685 0.286
C -0.100 5.150 -0.413 -0.728
C 0.085 3.923 0.365 0.468
N 0.352 4.030 1.645 0.013
N 0.361 3.053 2.445 -0.064
C 0.372 1.501 0.580 0.043
S -0.677 -0.023 -0.052 0.059
N 0.158 2.679 -0.220 -0.107
N 0.185 2.527 -1.582 -0.584
H 0.090 6.008 0.230 0.327
H -1.121 5.262 -0.796 0.316
H 0.577 5.215 -1.269 0.301
H 0.718 3.233 3.389 0.493
H 1.114 2.395 -1.981 0.419
H -0.288 3.299 -2.056 0.436
```

Its total energy is -77102.74475 eV. As for the net charge: +4. For the largest force on an atom, the calculation gives 4.5 eV/Å.

# 2
The following is a quantum chemistry calculation of 4 unconnected molecules or ions with the total composition C8H17ClNO6S2, from OMol25.

Structure (XYZ):
```
35
Properties=species:S:1:pos:R:3:nbo_charge:R:1
Cl 0.767 0.791 -1.859 2.514
O 0.340 -0.158 -0.846 -0.848
O 1.190 0.084 -3.042 -0.816
O -0.236 1.829 -2.024 -0.844
O 1.948 1.581 -1.608 -0.827
N 2.141 1.845 2.774 -0.512
C 2.586 0.572 2.679 -0.103
C 2.165 0.038 1.507 -0.317
C 1.346 0.957 0.915 -0.301
C 1.389 2.143 1.671 -0.103
H 2.197 2.408 3.611 0.398
H 3.339 0.185 3.351 0.193
H 2.373 -0.972 1.186 0.216
H 0.817 0.843 -0.019 0.236
H 0.873 3.077 1.500 0.204
C 0.220 -1.701 1.122 -0.826
S -1.531 -1.078 1.432 1.186
O -1.957 -1.652 2.793 -0.977
C -1.201 0.775 1.571 -0.823
H 0.804 -1.063 0.460 0.285
H 0.210 -2.616 0.530 0.221
H 0.802 -1.885 2.025 0.231
H -0.602 1.203 0.768 0.262
H -0.606 1.049 2.442 0.230
H -2.098 1.334 1.837 0.221
C -1.882 -1.907 -1.528 -0.835
S -0.865 -1.406 -2.978 1.245
O -1.226 -2.234 -4.188 -1.000
C -1.621 0.266 -2.991 -0.861
H -2.897 -1.758 -1.896 0.207
H -1.664 -1.302 -0.647 0.218
H -1.784 -2.976 -1.339 0.217
H -2.667 0.154 -3.275 0.204
H -1.181 0.745 -3.866 0.228
H -1.492 0.831 -2.068 0.278
```

Its total energy is -56525.53375 eV. As for the net charge: -1. For the largest force on an atom, the calculation gives 7.2 eV/Å.

# 3
The following is a quantum chemistry calculation of 2 unconnected molecules or ions with the total composition C2H9NO, from OMol25.

Structure (XYZ):
```
13
Properties=species:S:1:pos:R:3:nbo_charge:R:1
C 0.113 2.014 0.382 -0.237
N 0.842 -3.739 1.559 -1.093
H -0.136 3.062 0.573 0.172
H 1.120 1.794 0.724 0.184
H -0.709 1.443 0.826 0.166
H 0.479 -3.254 2.361 0.365
H 1.746 -4.167 1.652 0.367
H 0.158 -4.397 1.221 0.360
C -0.953 0.764 -1.439 -0.239
O 0.005 1.684 -0.993 -0.568
H -1.400 1.116 -2.365 0.189
H -1.795 0.713 -0.730 0.155
H -0.477 -0.218 -1.447 0.177
```

Its SMILES is COC.N. As for the net charge: 0. For the largest force on an atom, the calculation gives 1.7 eV/Å. Its energy above the lowest of the compared OMol25 structures with the same formula, charge and spin is 1.1681 eV.